This record from the OMol25 dataset describes C25H41Cl4Cu2O20S as an isolated structure. The level of theory is ωB97M-V with the def2-TZVPD basis set.

Atoms and positions in Å:
Cu1 -0.2681 -3.3647 0.1169
Cu2 0.0656 5.7293 -1.0855
S1 -0.1954 1.3693 -0.4931
O1 0.6632 0.5175 0.3401
O2 0.5091 2.1345 -1.5314
O3 -1.0670 0.3392 -0.9906
O4 -0.8209 2.3761 0.3223
C1 1.2713 7.9454 -5.6520
O5 0.8031 8.3848 -4.3591
H1 1.3772 6.8624 -5.5888
H2 0.6702 8.1802 -6.5304
H3 2.3061 8.1758 -5.9052
C2 -7.4402 7.0907 -7.9337
C3 -7.4250 7.4693 -6.4041
C4 -8.4541 6.8706 -5.4862
O6 -7.6642 6.2839 -4.4383
C5 -6.3892 6.3954 -4.6517
O7 -5.4145 6.0884 -3.8918
O8 -6.2145 7.0112 -5.8429
H4 -7.3330 6.0602 -8.2725
H5 -6.6752 7.7156 -8.3946
H6 -8.3983 7.5255 -8.2182
H7 -7.5391 8.5462 -6.2798
H8 -9.0412 6.1374 -6.0393
H9 -9.2635 7.5132 -5.1396
C6 8.4102 1.1337 -0.9453
C7 8.2060 2.6314 -0.8254
C8 8.2419 3.4451 -2.1389
O9 7.1876 4.3760 -1.9626
C9 6.4383 4.0105 -0.9055
O10 5.3718 4.4687 -0.5351
O11 6.9010 2.8994 -0.3196
H10 9.3579 1.0291 -1.4735
H11 7.6539 0.5944 -1.5155
H12 8.3759 0.5832 -0.0051
H13 9.0475 3.0175 -0.2503
H14 8.0847 2.8337 -3.0275
H15 9.2058 3.9327 -2.2851
C10 -8.0597 -2.3848 -1.9376
C11 -8.4305 -3.8711 -2.2548
C12 -7.3897 -4.6793 -3.0615
O12 -7.4538 -5.9444 -2.3621
C13 -7.9313 -5.7315 -1.1162
O13 -7.8927 -6.5709 -0.1838
O14 -8.3803 -4.4543 -0.9563
H16 -8.7953 -1.9318 -1.2729
H17 -8.0899 -1.7526 -2.8250
H18 -7.0754 -2.2691 -1.4839
H19 -9.4418 -3.9849 -2.6451
H20 -6.4132 -4.2219 -2.9021
H21 -7.7083 -4.6499 -4.1035
C14 7.6464 -7.3155 4.7220
C15 6.6487 -6.2584 4.6655
C16 7.0614 -4.7587 4.8079
O15 6.1323 -4.1562 3.9086
C17 5.7553 -5.0123 2.9648
O16 5.2198 -4.6903 1.8936
O17 6.1238 -6.3035 3.3882
H22 7.1615 -8.2894 4.6548
H23 8.1434 -7.3011 5.6920
H24 8.2831 -7.4569 3.8487
H25 5.8069 -6.5095 5.3108
H26 8.1189 -4.5289 4.6777
H27 6.8463 -4.3444 5.7929
C18 0.8080 -6.8597 9.6107
C19 0.1544 -5.5826 9.1937
C20 1.1697 -4.4515 9.0537
O18 1.1633 -4.0708 7.7107
C21 0.2520 -4.6665 7.1114
O19 0.0393 -4.3043 5.9657
O20 -0.2108 -5.7060 7.8266
H28 1.4670 -7.2377 8.8292
H29 0.1040 -7.6919 9.6035
H30 1.3692 -6.7539 10.5391
H31 -0.6711 -5.3653 9.8715
H32 2.1676 -4.7325 9.3903
H33 0.8647 -3.5839 9.6387
Cl1 3.5944 4.2160 6.1501
C22 2.6779 2.8204 5.5210
C23 1.1937 2.8969 5.7074
Cl2 0.7705 2.6277 7.4161
H34 3.2368 1.9098 5.7368
H35 2.8805 2.7362 4.4533
H36 0.5608 2.3307 5.0240
H37 0.9791 3.9235 5.4103
Cl3 -1.3697 0.6949 -9.1457
C24 -1.9851 0.0448 -7.6016
C25 -3.3361 0.6531 -7.2256
Cl4 -4.4845 -0.2670 -8.2247
H38 -1.1986 0.3988 -6.9351
H39 -1.8909 -1.0361 -7.7053
H40 -3.2171 1.7176 -7.4279
H41 -3.5188 0.3977 -6.1818

Properties
- <S²>: 2.014
- Electronic energy: -8001.25988 Eh
- Highest occupied orbital energy (alpha / beta): -10.94 / -10.84 eV
- ΔE to the lowest compared entry with this formula, charge and spin: 215.2 kcal per mole
- Gap between HOMO and LUMO (alpha / beta): 4.70 / 4.61 eV
- 2S+1: 3
- Charge: +1

This record from the OMol25 dataset describes a 2-piece molecular cluster, C4H8NO overall. The level of theory is ωB97M-V with the def2-TZVPD basis set.

Atoms and positions in Å:
C1 1.3487 0.0294 0.1495
C2 0.4772 0.7383 -0.2520
C3 2.3797 -0.8301 0.7433
C4 -2.3486 -0.1408 -0.1766
N1 -0.5475 1.4784 -0.7446
O1 -1.5254 -0.7053 0.5954
H1 2.8458 -1.2072 -0.1717
H2 2.9526 -0.2597 1.4191
H3 2.0406 -1.7686 1.3126
H4 -2.6033 -0.3021 -1.2732
H5 -2.5041 0.8469 0.0330
H6 -0.6688 2.3752 -0.2833
H7 -0.6068 1.3889 -1.7712
H8 -1.2401 -1.6433 0.4197

Properties
- Electronic energy: -286.78697 Eh
- Highest occupied orbital energy (alpha / beta): -13.12 / -13.12 eV
- ΔE to the lowest compared entry with this formula, charge and spin: 97.6 kcal per mole
- Gap between HOMO and LUMO (alpha / beta): 7.30 / 7.30 eV
- Charge: +1

This record from the OMol25 dataset describes a 2-piece molecular cluster, C9H16NOP2 overall. The level of theory is ωB97M-V with the def2-TZVPD basis set.

Atoms and positions in Å:
C1 4.0240 -1.1181 0.3142
C2 3.7117 -0.0221 -0.5378
C3 3.0589 -2.0205 0.7521
C4 2.3735 0.2579 -0.8729
C5 1.7358 -1.6288 0.5924
C6 1.3755 -0.5600 -0.2606
C7 -0.5663 3.3504 0.7395
C8 -2.8192 -0.1926 -1.4053
C9 -2.5807 0.5441 -0.0712
N1 -2.3152 -1.5967 -1.1394
O1 -0.0132 -0.2933 -0.4367
P1 -1.0105 -1.5426 2.4086
P2 -1.2310 -0.6597 0.5245
H1 4.9977 -1.2849 0.3850
H2 4.4305 0.4401 -1.1033
H3 3.2966 -2.9253 1.2364
H4 1.9448 0.9651 -1.5507
H5 0.9152 -2.4008 0.8498
H6 -0.4238 2.4126 0.3197
H7 -0.1485 4.3354 0.3273
H8 -0.0757 3.3527 1.6433
H9 -3.8632 -0.1049 -1.7003
H10 -2.1807 0.1622 -2.1956
H11 -3.4652 0.5330 0.6234
H12 -2.1351 1.6713 -0.2326
H13 -1.9939 -2.0150 -2.0245
H14 -3.0868 -2.2336 -0.7493
H15 -1.7423 3.5900 0.8260
H16 -2.2130 -1.0156 2.7380

Properties
- Electronic energy: -1164.89751 Eh
- Highest occupied orbital energy: -12.32 eV
- ΔE to the lowest compared entry with this formula, charge and spin: 0.0 kcal per mole
- Gap between HOMO and LUMO: 8.38 eV
- Charge: +1

This record from the OMol25 dataset describes C9H11NO5Sn as an isolated structure. The level of theory is ωB97M-V with the def2-TZVPD basis set.

Atoms and positions in Å:
Sn1 -0.5838 1.3470 -0.0641
C1 -0.1890 2.7566 1.7028
O1 -0.3373 3.0792 2.7749
C2 -0.1626 3.6455 -2.1812
O2 -0.1276 4.5587 -2.8352
C3 -2.8071 1.4043 -1.0682
O3 -3.9540 1.2408 -1.1901
C4 2.2695 1.1252 -0.9607
O4 3.3641 0.8466 -0.9653
C5 -0.1702 -1.0938 -3.3846
H1 0.7679 -1.3939 -2.9170
H2 -1.1334 -1.4822 -3.0340
C6 -0.1891 -0.0261 -4.1889
H3 -1.1526 0.3641 -4.5206
H4 0.7465 0.4300 -4.4914
C7 1.4720 -0.5780 2.0483
N1 0.1927 -1.3755 2.1244
C8 -0.0407 -2.1621 3.3591
C9 -0.7324 -1.4765 1.1918
O5 -0.6828 -0.6853 0.1443
H5 2.2849 -1.2885 2.3488
H6 1.3909 0.2432 2.8045
H7 1.6160 -0.1969 1.0075
H8 -0.9606 -1.8060 3.8760
H9 -0.1652 -3.2323 3.0917
H10 0.8408 -2.0361 4.0136
H11 -1.5571 -2.2079 1.3134

Properties
- Electronic energy: -994.04695 Eh
- Highest occupied orbital energy: -15.76 eV
- ΔE to the lowest compared entry with this formula, charge and spin: 0.0 kcal per mole
- Gap between HOMO and LUMO: 6.47 eV
- Charge: +2

- Look up the ΔE to the lowest compared entry with this formula, charge and spin of the first one.
  215.2 kcal per mole

- Look up the ΔE to the lowest compared entry with this formula, charge and spin of the third one.
  0.0 kcal per mole